#i
{
  "formula": "C2H4NP",
  "method": "the ωB97M-V functional and the def2-TZVPD basis",
  "e_lumo_ev": 0.909,
  "e_homo_ev": -8.658,
  "symbols": ["C", "C", "N", "P", "H", "H", "H", "H"],
  "coordinates": [[0.55, -0.20, -1.86], [0.55, 0.20, -0.73], [0.53, 0.54, 0.62], [-1.00, 0.11, 1.22], [0.48, -0.55, -2.90], [0.71, 1.49, 0.67], [-0.77, -0.43, 2.50], [-1.06, -1.15, 0.46]],
  "nbo_charge": [-0.3113, 0.1229, -0.8978, 0.4986, 0.2503, 0.3969, -0.0500, -0.0095]
}

---

#ii
{
  "formula": "C2H4NP",
  "method": "the ωB97M-V functional and the def2-TZVPD basis",
  "e_lumo_ev": -0.227,
  "e_homo_ev": -8.431,
  "symbols": ["C", "C", "N", "P", "H", "H", "H", "H"],
  "coordinates": [[-0.76, 2.23, 0.67], [-0.30, 1.19, -0.22], [1.06, 1.02, 0.10], [0.88, 2.59, 0.22], [-1.70, 2.82, 0.66], [3.93, 1.11, 1.02], [-0.75, 0.65, -1.01], [3.75, 1.61, 0.34]],
  "nbo_charge": [-0.7284, 0.0024, -0.8729, 1.1493, 0.2275, 0.0106, 0.2238, -0.0123]
}

---

Which one sits at the top of the stability order? #i does.

---

#i
{
  "formula": "C24H24N2O5",
  "method": "the ωB97M-V functional and the def2-TZVPD basis",
  "e_lumo_ev": -0.604,
  "e_homo_ev": -7.725,
  "symbols": ["C", "O", "C", "C", "C", "C", "N", "C", "N", "C", "C", "C", "C", "C", "H", "H", "H", "H", "H", "H", "H", "H", "H", "H", "H", "H", "C", "C", "C", "O", "C", "O", "C", "C", "C", "C", "C", "C", "C", "C", "C", "O", "O", "H", "H", "H", "H", "H", "H", "H", "H", "H", "H", "H", "H"],
  "coordinates": [[-6.08, -2.65, -0.22], [-4.80, -3.20, 0.22], [-3.94, -2.34, 0.82], [-2.60, -2.76, 1.00], [-1.64, -1.80, 1.24], [-2.00, -0.53, 1.68], [-1.01, 0.36, 2.08], [0.33, 0.15, 1.84], [0.94, 1.15, 2.53], [2.35, 1.28, 2.77], [0.01, 1.99, 3.15], [-1.21, 1.52, 2.84], [-3.35, -0.19, 1.79], [-4.30, -1.03, 1.20], [-6.58, -3.54, -0.62], [-6.66, -2.22, 0.61], [-5.94, -1.90, -1.02], [-2.33, -3.80, 0.85], [-0.58, -2.01, 1.12], [2.87, 0.70, 2.01], [2.64, 2.33, 2.71], [2.60, 0.90, 3.77], [0.32, 2.80, 3.78], [-2.18, 1.85, 3.15], [-3.66, 0.71, 2.32], [-5.32, -0.67, 1.05], [1.22, 1.39, -4.33], [0.10, 1.84, -3.41], [-0.72, 2.98, -4.03], [-0.79, 0.74, -3.10], [-0.33, -0.24, -2.24], [-0.96, -1.27, -2.13], [0.88, 0.08, -1.45], [1.29, -0.78, -0.46], [2.63, -0.86, 0.08], [3.75, -0.23, -0.53], [4.99, -0.19, 0.11], [5.16, -0.83, 1.35], [4.12, -1.58, 1.90], [2.88, -1.62, 1.26], [1.21, 1.50, -1.28], [1.88, 1.92, -0.35], [0.64, 2.38, -2.16], [1.81, 0.58, -3.89], [0.76, 1.06, -5.27], [1.85, 2.27, -4.53], [-1.50, 3.30, -3.33], [-0.04, 3.82, -4.23], [-1.17, 2.64, -4.97], [0.60, -1.57, -0.23], [3.61, 0.25, -1.50], [5.81, 0.36, -0.36], [6.12, -0.76, 1.86], [4.27, -2.11, 2.85], [2.05, -2.18, 1.71]],
  "nbo_charge": [-0.2581, -0.4952, 0.3003, -0.2216, -0.2102, 0.1914, -0.4295, 0.1670, -0.3889, -0.4007, -0.0822, -0.0778, -0.2240, -0.3021, 0.2042, 0.1771, 0.1878, 0.2249, 0.2238, 0.2495, 0.2092, 0.1926, 0.2231, 0.2196, 0.2079, 0.2196, -0.6676, 0.5370, -0.6286, -0.5201, 0.7887, -0.5735, -0.4415, 0.0983, -0.1486, -0.1298, -0.2341, -0.1887, -0.2615, -0.0916, 0.7796, -0.5962, -0.5229, 0.2277, 0.2303, 0.2278, 0.2346, 0.2249, 0.2235, 0.2318, 0.2178, 0.2209, 0.2173, 0.2200, 0.2166]
}

---

#ii
{
  "formula": "C24H24N2O5",
  "method": "the ωB97M-V functional and the def2-TZVPD basis",
  "e_lumo_ev": 0.586,
  "e_homo_ev": -8.008,
  "symbols": ["C", "C", "O", "C", "O", "C", "O", "C", "C", "C", "C", "C", "C", "O", "N", "C", "C", "O", "N", "C", "C", "C", "C", "C", "C", "C", "C", "C", "C", "C", "C", "H", "H", "H", "H", "H", "H", "H", "H", "H", "H", "H", "H", "H", "H", "H", "H", "H", "H", "H", "H", "H", "H", "H", "H"],
  "coordinates": [[-7.13, -0.75, -0.26], [-7.10, 0.49, -1.14], [-6.36, 1.55, -0.52], [-5.03, 1.52, -0.65], [-4.42, 0.69, -1.25], [-4.40, 2.71, 0.07], [-3.04, 2.52, 0.33], [-2.68, 1.48, 1.14], [-3.56, 0.68, 1.84], [-3.08, -0.35, 2.66], [-1.73, -0.59, 2.78], [-0.83, 0.22, 2.08], [0.60, -0.05, 2.22], [1.06, -0.96, 2.90], [1.44, 0.79, 1.51], [2.88, 0.61, 1.63], [3.52, 0.34, 0.26], [4.22, 1.21, -0.23], [3.23, -0.83, -0.35], [2.66, -1.99, 0.30], [3.75, -3.05, 0.44], [4.15, -3.53, -0.95], [4.20, -2.40, -1.95], [4.68, -2.65, -3.23], [4.72, -1.66, -4.19], [4.24, -0.39, -3.88], [3.76, -0.12, -2.62], [3.74, -1.11, -1.64], [0.98, 1.80, 0.71], [-0.33, 2.05, 0.56], [-1.29, 1.26, 1.25], [-7.54, -0.51, 0.72], [-7.74, -1.51, -0.73], [-6.12, -1.14, -0.13], [-6.64, 0.26, -2.10], [-8.10, 0.90, -1.28], [-4.98, 2.94, 0.98], [-4.45, 3.58, -0.60], [-4.62, 0.83, 1.77], [-3.79, -0.97, 3.19], [-1.35, -1.38, 3.40], [3.33, 1.53, 2.00], [3.06, -0.19, 2.35], [2.24, -1.75, 1.28], [1.85, -2.37, -0.33], [3.39, -3.89, 1.04], [4.61, -2.61, 0.95], [5.12, -4.03, -0.92], [3.42, -4.26, -1.31], [5.04, -3.64, -3.46], [5.10, -1.87, -5.17], [4.25, 0.39, -4.63], [3.39, 0.86, -2.39], [1.75, 2.37, 0.21], [-0.67, 2.85, -0.08]],
  "nbo_charge": [-0.6365, -0.0767, -0.5108, 0.7652, -0.5790, -0.1708, -0.4924, 0.3930, -0.2927, -0.2036, -0.1742, -0.1376, 0.6543, -0.6488, -0.3989, -0.3191, 0.6727, -0.6115, -0.4598, -0.2317, -0.4050, -0.4100, -0.0719, -0.1920, -0.2138, -0.2149, -0.2043, 0.2129, 0.0315, -0.2668, -0.0768, 0.2098, 0.2207, 0.2255, 0.2008, 0.1922, 0.2011, 0.2290, 0.2125, 0.2166, 0.2382, 0.2311, 0.2621, 0.2491, 0.1988, 0.2173, 0.2034, 0.2208, 0.2121, 0.2070, 0.2118, 0.2135, 0.2297, 0.2275, 0.2393]
}

---

Which one sits at the top of the stability order? #ii does.

---

#i
{
  "formula": "C24H33AuBF4O9PS",
  "method": "the ωB97M-V functional and the def2-TZVPD basis",
  "multiplicity": 3,
  "s2": 2.0225,
  "e_lumo_ev": [-0.428, -3.902],
  "e_homo_ev": [-8.931, -9.482],
  "symbols": ["Au", "C", "C", "C", "C", "C", "C", "C", "S", "C", "O", "H", "H", "H", "H", "H", "H", "H", "H", "H", "H", "C", "C", "C", "C", "O", "P", "O", "O", "O", "C", "C", "C", "C", "H", "H", "H", "H", "H", "H", "H", "H", "H", "H", "H", "H", "H", "H", "H", "H", "H", "H", "O", "C", "O", "C", "C", "C", "C", "O", "C", "O", "C", "C", "H", "H", "H", "H", "H", "F", "B", "F", "F", "F"],
  "coordinates": [[-0.86, 0.05, -0.60], [1.50, -3.15, 4.92], [1.59, -2.61, 3.52], [1.74, -3.47, 2.43], [1.80, -2.97, 1.13], [1.72, -1.61, 0.94], [1.56, -0.73, 2.00], [1.50, -1.24, 3.28], [1.70, -0.98, -0.73], [3.29, -0.15, -0.75], [1.80, -2.09, -1.68], [1.61, -4.23, 4.94], [0.54, -2.89, 5.38], [2.28, -2.72, 5.55], [1.78, -4.53, 2.60], [1.87, -3.63, 0.28], [1.46, 0.33, 1.82], [1.38, -0.56, 4.12], [4.04, -0.94, -0.68], [3.37, 0.54, 0.09], [3.37, 0.39, -1.69], [1.62, 5.03, -1.24], [2.25, 3.66, -0.99], [3.71, 3.67, -1.39], [2.08, 3.27, 0.47], [1.66, 2.63, -1.82], [0.08, 2.49, -2.12], [-0.50, 3.67, -2.76], [-0.58, 2.03, -0.79], [0.08, 1.14, -2.97], [0.36, 0.94, -4.39], [0.51, 2.25, -5.13], [1.65, 0.14, -4.44], [-0.82, 0.13, -4.91], [2.20, 5.78, -0.69], [0.59, 5.07, -0.91], [1.64, 5.28, -2.30], [4.27, 4.37, -0.77], [3.82, 3.96, -2.43], [4.15, 2.68, -1.26], [2.44, 4.07, 1.12], [2.66, 2.37, 0.70], [1.03, 3.09, 0.70], [1.33, 2.84, -4.73], [-0.40, 2.85, -5.07], [0.73, 2.03, -6.17], [2.47, 0.73, -4.02], [1.90, -0.11, -5.47], [1.56, -0.79, -3.87], [-1.74, 0.71, -4.82], [-0.93, -0.79, -4.34], [-0.66, -0.12, -5.96], [-1.34, -4.06, 0.19], [-1.43, -2.87, 0.38], [-0.90, -1.98, -0.38], [-2.23, -2.44, 1.60], [-2.01, -1.18, 2.25], [-2.80, -0.73, 3.28], [-3.84, -1.58, 3.63], [-4.80, -1.38, 4.53], [-5.65, -2.53, 4.51], [-5.09, -3.43, 3.56], [-4.02, -2.85, 3.02], [-3.20, -3.32, 2.03], [-1.21, -0.55, 1.91], [-2.68, 0.24, 3.73], [-6.65, -2.23, 4.20], [-5.64, -3.00, 5.50], [-3.34, -4.26, 1.52], [-4.45, -1.20, 0.68], [-4.33, 0.07, 0.10], [-3.16, 0.03, -0.77], [-5.42, 0.39, -0.65], [-4.06, 1.01, 1.10]],
  "mulliken_spin": [0.5286, -0.0008, 0.0058, 0.0053, 0.0091, 0.0284, 0.0050, -0.0085, 0.1169, 0.0323, 0.0601, -0.0002, 0.0002, 0.0002, 0.0005, -0.0006, -0.0019, 0.0004, 0.0059, 0.0004, -0.0050, -0.0001, 0.0029, -0.0004, -0.0048, 0.0083, 0.0052, 0.0064, 0.0655, 0.0046, -0.0011, 0.0005, 0.0026, -0.0001, 0.0001, 0.0000, 0.0000, 0.0001, 0.0000, 0.0000, 0.0000, 0.0006, 0.0001, 0.0001, 0.0000, 0.0001, -0.0007, 0.0001, -0.0010, 0.0001, 0.0002, 0.0000, 0.0353, 0.0254, 0.0660, 0.0894, 0.1194, -0.0207, 0.2578, 0.1266, -0.0067, 0.1089, 0.2269, -0.0048, 0.0012, -0.0022, 0.0142, 0.0145, 0.0047, 0.0125, 0.0283, 0.0309, 0.0020, -0.0012]
}

---

#ii
{
  "formula": "C24H33AuBF4O9PS",
  "method": "the ωB97M-V functional and the def2-TZVPD basis",
  "multiplicity": 3,
  "s2": 2.0222,
  "e_lumo_ev": [-0.067, -3.558],
  "e_homo_ev": [-8.603, -9.476],
  "symbols": ["Au", "C", "C", "C", "C", "C", "C", "C", "S", "C", "O", "H", "H", "H", "H", "H", "H", "H", "H", "H", "H", "C", "C", "C", "C", "O", "P", "O", "O", "O", "C", "C", "C", "C", "H", "H", "H", "H", "H", "H", "H", "H", "H", "H", "H", "H", "H", "H", "H", "H", "H", "H", "O", "C", "O", "C", "C", "C", "C", "O", "C", "O", "C", "C", "H", "H", "H", "H", "H", "F", "B", "F", "F", "F"],
  "coordinates": [[-0.76, -0.52, -0.74], [1.26, -5.63, 4.10], [1.30, -4.57, 3.03], [1.13, -4.90, 1.69], [1.20, -3.93, 0.71], [1.42, -2.61, 1.07], [1.55, -2.24, 2.41], [1.51, -3.23, 3.37], [1.49, -1.45, -0.27], [2.46, -0.10, 0.36], [2.14, -2.10, -1.41], [1.02, -6.61, 3.68], [0.51, -5.39, 4.86], [2.22, -5.70, 4.61], [0.96, -5.93, 1.41], [1.08, -4.19, -0.34], [1.68, -1.21, 2.69], [1.63, -2.96, 4.41], [3.38, -0.50, 0.76], [1.85, 0.43, 1.09], [2.62, 0.54, -0.51], [-0.96, 4.70, -3.29], [-0.35, 4.40, -1.93], [0.47, 5.57, -1.41], [-1.42, 4.00, -0.91], [0.63, 3.33, -2.10], [0.25, 1.80, -2.21], [-0.86, 1.48, -3.13], [0.05, 1.32, -0.74], [1.64, 1.13, -2.59], [2.10, 0.90, -3.96], [1.91, 2.15, -4.81], [3.58, 0.58, -3.79], [1.34, -0.29, -4.53], [-1.67, 5.53, -3.21], [-1.48, 3.82, -3.67], [-0.18, 4.98, -4.00], [-0.17, 6.45, -1.30], [1.27, 5.81, -2.12], [0.91, 5.33, -0.45], [-2.07, 4.86, -0.74], [-0.97, 3.70, 0.03], [-2.03, 3.18, -1.29], [2.43, 3.00, -4.37], [0.85, 2.39, -4.91], [2.31, 1.96, -5.81], [4.10, 1.42, -3.34], [4.03, 0.37, -4.76], [3.70, -0.30, -3.16], [0.28, -0.06, -4.60], [1.48, -1.16, -3.87], [1.72, -0.54, -5.52], [-2.33, -4.25, 0.10], [-2.09, -3.06, 0.11], [-1.59, -2.39, -0.88], [-2.42, -2.32, 1.38], [-1.86, -2.84, 2.59], [-2.11, -2.29, 3.82], [-2.97, -1.21, 3.82], [-3.43, -0.51, 4.85], [-4.21, 0.56, 4.32], [-4.36, 0.30, 2.92], [-3.56, -0.71, 2.62], [-3.29, -1.26, 1.38], [-1.21, -3.71, 2.50], [-1.66, -2.66, 4.74], [-3.65, 1.49, 4.44], [-5.19, 0.56, 4.79], [-3.71, -0.84, 0.47], [-1.59, 1.17, 3.56], [-0.97, 1.26, 2.28], [-2.00, 1.31, 1.31], [-0.13, 2.34, 2.21], [-0.24, 0.04, 2.09]],
  "mulliken_spin": [0.4912, -0.0006, 0.0101, -0.0056, 0.0178, 0.0481, 0.0062, -0.0041, 0.1662, 0.0270, 0.0971, -0.0001, 0.0009, 0.0007, 0.0004, 0.0018, 0.0025, -0.0005, 0.0100, -0.0053, -0.0017, 0.0004, -0.0007, -0.0001, 0.0029, 0.0053, -0.0439, 0.0144, 0.0561, 0.0123, 0.0005, -0.0002, -0.0009, -0.0014, 0.0000, 0.0004, -0.0001, 0.0000, 0.0000, 0.0001, 0.0001, -0.0007, 0.0003, 0.0001, 0.0002, 0.0000, -0.0001, 0.0000, 0.0005, -0.0003, -0.0016, 0.0000, 0.0493, 0.0135, 0.0506, 0.0904, 0.0635, -0.0006, 0.2253, 0.1286, -0.0032, 0.1272, 0.2104, 0.0387, 0.0222, 0.0030, 0.0157, 0.0156, 0.0056, 0.0019, 0.0245, -0.0042, 0.0010, 0.0157]
}

---

Which one sits at the top of the stability order? #ii does.